A 14-piece molecular cluster, C54H101N11O16S2 overall in a non-equilibrium geometry. Source: the OMol25 dataset; level of theory: ωB97M-V/def2-TZVPD.

XYZ file:
```
184
Properties=species:S:1:pos:R:3:forces:R:3
C 0.6141 -3.0453 -2.4692 -0.7 0.4 -0.5
O 0.6999 -1.8228 -1.7415 0.3 -0.4 0.4
C -0.0752 -0.7542 -2.2613 -0.4 0.1 -0.1
C 0.0936 0.5107 -1.4064 1.1 0.4 1.8
N 0.1368 0.2390 0.1619 -1.2 -0.4 -1.4
H 0.8112 -0.4635 0.4295 0.3 -1.0 -0.5
H 0.5020 1.0200 0.6881 0.0 1.6 -0.2
C -1.2076 -0.1390 0.7647 0.9 -0.8 -0.6
C -0.9015 -0.7684 2.1361 -0.1 -0.6 -0.9
O 0.0191 -1.8628 1.9557 0.9 1.5 1.4
C -0.5180 -3.0364 1.4621 -0.2 -0.1 -1.2
H -0.4264 -3.3202 -2.6415 -0.3 -0.1 0.3
H 1.1071 -3.8771 -1.9660 0.1 0.4 0.5
H 1.0265 -2.9860 -3.4764 0.4 0.4 -0.1
H -1.1253 -1.0188 -2.3851 -0.3 -0.3 0.5
H 0.2393 -0.5541 -3.2856 0.3 0.5 -0.1
H -0.6248 1.3242 -1.5082 -0.5 -0.6 -0.3
H 1.0191 1.0425 -1.6273 0.3 -0.3 0.2
H -1.5726 -0.9015 0.0765 -0.4 0.0 0.1
H -1.8988 0.7029 0.7262 0.2 -0.1 0.2
H -1.7502 -1.2390 2.6324 -0.6 0.6 -0.1
H -0.4645 -0.0017 2.7760 0.3 -0.3 0.1
H -1.4821 -3.3076 1.8923 -0.1 -0.1 0.4
H 0.2230 -3.8248 1.5940 -0.1 -0.1 0.1
H -0.6781 -2.8984 0.3927 -0.2 -0.4 -0.3
C 0.2522 -0.7370 5.4093 -0.2 -0.2 -1.1
O 0.0919 0.6708 5.2082 1.1 -0.4 0.7
C 1.3401 1.3951 5.0821 -1.3 0.1 -1.2
C 1.0297 2.8717 5.3029 -0.8 -0.7 0.0
N -0.1838 3.3226 4.4094 1.3 1.4 2.8
H -0.1548 2.8349 3.5255 1.1 0.2 -2.2
H -1.0503 2.9313 4.7502 -0.7 0.1 1.1
C -0.2436 4.8769 4.3294 -0.6 -0.7 -0.4
C -0.2589 5.5887 5.7305 1.0 -2.3 -1.5
O -1.2795 5.0881 6.5651 -0.1 1.6 0.7
C -1.1427 5.6067 7.9058 -0.2 -1.0 0.1
H 0.9475 -1.2050 4.7125 0.2 0.3 -0.5
H -0.7082 -1.1932 5.1693 -0.1 0.1 0.2
H 0.6080 -1.1303 6.3615 -0.2 0.9 0.6
H 1.6890 1.3839 4.0495 0.2 -0.6 -0.2
H 2.1091 0.9777 5.7320 0.0 0.3 0.3
H 1.9345 3.4266 5.0547 -0.3 0.3 -0.4
H 0.7901 2.9876 6.3599 -0.4 0.5 -0.1
H -1.0802 5.1898 3.7047 -0.3 -0.5 0.2
H 0.6140 5.1038 3.6960 0.4 0.4 0.3
H -0.2516 6.6694 5.5891 -0.1 0.0 0.1
H 0.6942 5.2177 6.1077 0.4 0.7 0.7
H -0.3623 5.0388 8.4124 0.0 -0.2 0.2
H -2.0913 5.4662 8.4239 0.0 -0.3 -0.2
H -0.8787 6.6463 8.0997 0.0 0.4 -1.1
C -1.7173 4.6677 0.0445 0.0 -1.2 -1.6
O -1.3400 4.7450 -1.3987 1.2 2.8 2.6
C -2.2206 4.1472 -2.2580 0.1 -1.9 0.4
C -2.1919 4.8373 -3.5933 -0.5 1.2 -0.3
N -2.2016 6.3841 -3.3484 0.4 -0.8 -0.3
H -2.7841 6.5473 -2.5396 -0.3 0.1 0.4
H -1.2994 6.7228 -3.0459 0.7 -0.5 0.4
C -2.6046 7.2513 -4.4813 0.0 0.4 1.0
C -2.2806 8.7355 -4.0691 0.4 -0.6 -0.4
O -2.6091 9.0186 -2.7151 -1.2 -0.1 -0.5
C -3.9834 9.4389 -2.5516 0.5 0.2 -0.2
H -1.7786 3.5938 0.2208 -0.5 0.0 0.4
H -2.6834 5.1523 0.1856 -0.2 -0.1 0.0
H -0.9671 5.0200 0.7524 0.5 0.4 -0.9
H -3.2067 4.0191 -1.8116 -0.5 0.2 -0.1
H -1.8128 3.1423 -2.3668 -0.5 -0.4 -0.8
H -3.1231 4.6893 -4.1402 0.0 -0.3 0.0
H -1.3483 4.5968 -4.2403 0.3 0.0 0.3
H -3.6732 7.0843 -4.6160 0.0 0.2 -0.2
H -2.0688 6.8894 -5.3589 0.0 0.4 0.0
H -2.7135 9.3849 -4.8300 -0.6 0.3 0.3
H -1.2216 8.9807 -4.1490 0.2 -0.6 0.1
H -4.0664 10.4776 -2.8711 -0.1 0.1 -0.1
H -4.2911 9.3869 -1.5072 0.4 -0.2 0.0
H -4.6751 8.8469 -3.1510 0.0 -0.2 0.0
S 1.5582 3.1800 1.4300 3.5 4.0 -3.6
O 1.3981 4.6277 1.2212 -1.4 0.6 1.3
O 1.9458 2.6670 0.1227 -0.2 -1.8 -1.6
O 2.6648 2.9543 2.3177 1.4 -1.0 3.1
O 0.3704 2.4999 1.8563 -3.9 -1.9 2.1
S -4.6106 1.2679 -0.3573 -5.9 4.5 -3.0
O -6.0341 1.0223 -0.6896 -0.8 -5.2 -0.2
O -3.7014 0.9345 -1.4678 1.4 -1.7 0.3
O -4.8673 2.7109 -0.4139 3.9 4.1 1.5
O -4.2646 0.7899 0.9626 1.8 -1.5 1.9
C 1.5453 1.2792 -5.2922 0.1 -1.3 -1.3
C 1.5544 2.2835 -4.1900 3.3 1.9 2.1
O 2.6899 2.6918 -3.7250 -1.1 -1.5 -1.4
O 0.4925 2.7676 -3.7991 -2.4 0.1 -0.1
H 2.2645 1.5840 -6.0524 -0.3 0.4 -0.3
H 0.5465 1.1009 -5.6904 -0.1 0.4 -0.3
H 1.9035 0.2651 -5.1152 0.2 -0.1 1.0
C 5.2705 -1.2681 -7.4483 -0.2 -0.1 0.2
C 5.5677 -2.2885 -6.3261 0.2 0.9 -0.4
N 5.9934 -1.6630 -5.0671 -1.3 0.0 -0.2
C 4.9112 -0.9169 -4.3887 0.1 0.1 0.5
C 3.7187 -1.7461 -3.8149 0.7 0.5 -0.7
C 6.6496 -2.6317 -4.1970 -0.3 0.2 -0.8
C 8.0646 -2.7849 -4.6685 1.3 0.2 0.2
H 4.9314 -1.7635 -8.3581 0.2 -0.3 -0.1
H 6.1160 -0.6259 -7.6950 0.2 -0.1 0.1
H 4.4388 -0.6029 -7.2161 0.0 0.0 0.4
H 4.6835 -2.9177 -6.2243 -0.3 -0.2 0.3
H 6.3758 -2.9496 -6.6391 0.0 0.0 -0.2
H 5.4118 -0.3540 -3.6009 0.0 -0.3 0.5
H 4.5943 -0.0734 -5.0020 -0.4 -0.4 -0.4
H 3.0032 -1.0962 -3.3113 0.1 0.0 0.1
H 3.1803 -2.2587 -4.6121 0.0 0.0 -0.1
H 4.0761 -2.5059 -3.1198 0.0 0.1 0.1
H 6.1884 -3.6189 -4.2253 -0.4 -0.3 0.0
H 6.5619 -2.3208 -3.1560 0.3 0.3 0.0
H 8.5526 -1.8299 -4.8630 -0.1 0.4 0.7
H 8.2257 -3.2304 -5.6502 -0.5 -0.7 0.1
H 8.6291 -3.3287 -3.9110 0.3 -0.2 -0.2
N -0.2759 -4.7763 -5.7649 1.5 -1.9 0.1
C -1.2089 -3.8819 -5.5232 -2.8 0.7 -0.1
C -0.7181 -2.6341 -5.8038 -1.5 0.6 0.5
C 0.6001 -2.8068 -6.1095 2.8 -0.6 -1.0
C 0.8928 -4.1695 -6.1174 0.0 0.5 0.2
H -0.4150 -5.7696 -5.6461 0.2 0.3 0.0
H -2.1974 -4.2537 -5.2975 -0.1 0.4 0.2
H -1.2297 -1.6840 -5.8486 -0.2 -0.2 0.4
H 1.2977 -2.0103 -6.3225 0.1 -0.1 -0.1
H 1.7788 -4.7754 -6.2374 0.1 0.4 -0.1
N -3.4672 2.0140 3.3240 1.2 -0.2 1.1
C -3.3474 1.5322 4.6046 -0.1 -0.9 -1.1
C -3.3314 2.5900 5.4399 0.0 0.5 1.5
C -3.3893 3.7501 4.6624 -0.2 1.1 0.2
C -3.3917 3.3743 3.3447 -0.5 -0.4 -0.5
H -3.6032 1.4306 2.5109 -0.1 -0.1 -1.1
H -3.1557 0.4878 4.8018 -0.4 0.0 -0.1
H -3.2909 2.6145 6.5189 0.1 -0.3 0.0
H -3.5397 4.7153 5.1231 0.4 0.2 -0.5
H -3.2957 3.9010 2.4067 -0.5 0.1 0.1
N 2.0406 -6.8011 1.5608 -0.5 -0.2 -0.1
C 1.7986 -8.1239 1.3529 -0.3 -0.7 -0.8
C 1.7680 -8.3560 -0.0435 -0.1 -0.2 2.5
C 1.9322 -7.0959 -0.6180 0.4 -0.2 -1.4
C 2.0987 -6.1699 0.3587 0.0 1.3 0.0
H 1.9398 -6.3730 2.4700 0.0 0.0 -0.4
H 1.5004 -8.6742 2.2330 0.3 -0.5 -0.3
H 1.6780 -9.2964 -0.5670 -0.2 0.1 0.2
H 1.9661 -6.9629 -1.6893 0.0 0.4 0.1
H 2.1987 -5.0974 0.2816 0.1 -0.1 0.1
N 3.3320 0.4351 0.5198 1.6 -1.7 -0.7
C 3.8809 -0.2740 -0.5310 -0.7 0.7 0.7
C 4.1218 -1.5473 -0.0691 0.5 -0.4 -2.3
C 3.7157 -1.6210 1.2309 -0.7 0.2 2.9
C 3.2939 -0.3542 1.6297 -0.6 0.2 -1.0
H 2.9623 1.3695 0.4186 -0.4 1.2 0.0
H 3.9490 0.1789 -1.5091 0.1 0.0 0.1
H 4.4708 -2.3752 -0.6684 0.1 0.0 0.0
H 3.6297 -2.4984 1.8546 0.3 -0.1 0.0
H 2.8803 0.1079 2.5139 0.1 -0.4 0.2
N 2.2616 -4.2884 5.6259 -0.1 1.0 0.9
C 1.5686 -4.6731 4.5493 -3.2 -0.1 -0.3
C 0.1707 -4.4513 4.8475 2.0 -0.2 -0.1
C 0.0888 -3.9158 6.1985 0.7 -0.3 -2.9
C 1.3950 -3.7387 6.5353 0.7 -0.2 2.3
H 3.2689 -4.2770 5.6982 -0.3 0.1 0.0
H 2.1224 -5.0403 3.6979 -0.4 0.2 0.0
H -0.6613 -4.5106 4.1614 0.2 -0.4 -0.1
H -0.8234 -3.5835 6.6716 0.3 0.0 0.2
H 1.7650 -3.3485 7.4719 0.2 0.0 -0.1
N -5.5995 -3.6624 3.8265 1.6 0.2 1.0
C -5.4854 -4.9836 4.1386 1.1 -0.8 -0.7
C -4.1559 -5.2544 4.4532 -1.0 -0.2 1.4
C -3.4976 -4.0113 4.5938 0.3 0.4 -0.8
C -4.3494 -3.0627 4.1451 -2.3 0.7 -1.1
H -6.4281 -3.2183 3.4574 0.4 0.1 0.1
H -6.2838 -5.7045 4.0418 -0.1 0.3 -0.1
H -3.7658 -6.1924 4.8195 -0.1 -0.1 -0.2
H -2.4845 -3.7448 4.8563 0.0 -0.4 0.1
H -4.2192 -2.0189 3.9003 0.1 0.0 0.2
N -4.1011 -1.8652 -1.5378 0.5 -2.5 -0.6
C -4.4354 -2.7198 -0.5332 -0.2 0.5 0.3
C -4.0846 -4.0187 -0.8638 0.1 0.6 1.2
C -3.4024 -3.9449 -2.0769 -0.2 1.0 -1.5
C -3.4964 -2.6147 -2.5295 0.5 -0.5 0.9
H -4.1666 -0.8579 -1.5042 0.0 0.9 -0.2
H -4.8268 -2.2863 0.3752 -0.2 -0.2 0.0
H -4.1940 -4.8675 -0.2050 0.0 0.0 -0.1
H -2.9284 -4.7582 -2.6063 -0.1 0.0 -0.1
H -3.0397 -2.1627 -3.3975 -0.2 0.1 0.0
```
Positions in Å, forces in eV/Å.

LUMO level = 3.0 eV
gap between HOMO and LUMO = 3.807 eV
spin multiplicity = 1
net charge = -2

***

A 10-piece molecular cluster, C54H106ClF2N15O4S2 overall in a non-equilibrium geometry. Source: the OMol25 dataset; level of theory: ωB97M-V/def2-TZVPD.

XYZ file:
```
184
Properties=species:S:1:pos:R:3:forces:R:3
C -0.4195 4.2447 0.4839 0.7 1.1 0.3
C 0.0899 3.2192 1.4519 -0.2 -2.6 0.3
C 0.9174 2.0920 0.7719 0.2 0.3 0.1
C 0.0913 1.3355 -0.2054 -0.2 -0.5 -1.7
N 0.8974 0.8476 -1.4363 0.4 0.4 -0.6
C 2.0860 -0.1055 -1.1561 -1.4 0.2 2.3
C 1.3265 -1.4549 -0.7857 1.6 0.9 0.1
C 0.0911 -1.4558 -1.6361 -0.6 0.1 -0.5
C 0.1388 -0.1264 -2.3311 0.2 1.6 -0.8
C 1.2402 2.1235 -2.3130 0.8 -1.6 0.1
H 0.2656 4.2257 -0.3636 0.1 0.9 0.0
H -0.3805 5.1386 1.1064 0.3 0.7 -0.9
H -1.4275 4.2784 0.0705 -0.1 -0.9 0.3
H -0.7610 2.7493 1.9451 -0.1 -0.2 0.3
H 0.7260 3.5648 2.2667 -0.1 0.7 -0.2
H 1.3439 1.3679 1.4661 0.0 0.2 0.4
H 1.7513 2.5268 0.2208 0.1 0.3 0.2
H -0.6242 1.9717 -0.7264 -0.3 0.1 0.4
H -0.4492 0.5235 0.2810 0.1 -0.2 -0.3
H 2.7580 -0.1343 -2.0138 -0.2 0.0 0.1
H 2.5558 0.2530 -0.2401 0.5 0.1 -0.4
H 2.0165 -2.2809 -0.9575 -0.2 0.0 -0.1
H 1.0206 -1.4928 0.2598 0.5 0.3 0.1
H 0.1901 -2.2490 -2.3772 -0.7 0.0 0.1
H -0.8192 -1.4899 -1.0376 0.0 -0.6 -0.1
H 0.8075 -0.1893 -3.1895 -0.2 -0.1 -0.2
H -0.7662 0.3818 -2.6638 -0.3 -0.4 0.2
H 0.3615 2.5707 -2.7776 -0.2 -0.5 0.2
H 1.9073 1.6928 -3.0597 -0.2 0.4 -0.3
H 1.7919 2.9275 -1.8258 -0.1 -0.5 0.6
C 5.9058 9.7485 5.1347 0.3 0.4 -1.0
C 5.8379 8.2853 4.5964 -0.9 1.8 -0.1
C 5.8784 7.3094 5.7558 0.1 -0.6 0.1
C 5.9700 5.8353 5.2628 0.2 0.4 -0.4
N 5.9890 4.6780 6.3162 -1.3 -0.5 -0.6
C 7.0811 4.9859 7.3095 -0.6 -1.0 1.2
C 7.3792 3.6281 8.0437 0.9 -0.3 -1.2
C 7.1948 2.5787 6.8962 0.3 0.5 0.3
C 6.3748 3.2772 5.7959 0.1 -0.9 -0.2
C 4.5749 4.5623 6.9786 0.3 0.0 -0.4
H 5.6613 10.4387 4.3272 -0.1 -0.2 -0.3
H 6.9190 10.0691 5.3767 0.0 -0.3 0.5
H 5.1920 10.0597 5.8975 0.1 -0.6 0.4
H 6.5801 8.2140 3.8013 0.4 -0.5 0.4
H 4.8945 8.2562 4.0511 -0.3 -0.5 0.1
H 5.0186 7.5541 6.3796 -0.2 -0.4 0.1
H 6.7557 7.5928 6.3373 0.1 -0.3 0.2
H 6.8968 5.8543 4.6894 0.4 -0.7 0.4
H 5.2478 5.6135 4.4771 -0.5 -0.2 0.5
H 6.7214 5.8341 7.8920 0.3 -0.2 0.2
H 7.9509 5.2795 6.7218 0.0 0.0 0.1
H 6.8921 3.2913 8.9588 -0.6 0.8 -0.2
H 8.4435 3.5816 8.2745 -0.1 0.4 0.2
H 6.7294 1.6432 7.2067 -0.3 0.3 0.2
H 8.1738 2.2588 6.5394 0.0 0.3 -0.2
H 5.5357 2.6050 5.6168 -0.7 0.8 0.0
H 6.8962 3.2737 4.8387 0.2 0.8 0.1
H 4.2833 5.5489 7.3387 0.2 -0.3 0.1
H 4.4250 3.7682 7.7101 1.4 0.3 0.7
H 3.8023 4.1648 6.3204 0.4 0.7 -1.2
C 3.7140 -4.6370 4.6987 -0.6 -0.2 1.7
C 3.7423 -5.2817 6.1182 0.9 1.5 -0.4
N 2.7048 -6.2418 6.2196 -1.6 -4.5 -1.6
C 1.3955 -6.1867 6.5722 -2.4 1.6 1.2
C 0.7531 -7.4075 6.4387 0.1 2.0 0.5
N 1.6904 -8.2129 5.9357 1.5 1.0 -0.9
C 2.7839 -7.4829 5.7203 1.7 -1.5 -0.2
C 1.5452 -9.5707 5.5637 0.6 -2.3 -0.6
H 2.8224 -4.0120 4.6474 0.3 0.4 -0.3
H 3.5560 -5.4609 4.0028 0.4 0.1 -0.2
H 4.6717 -4.1333 4.5680 -0.4 0.2 -0.4
H 3.5911 -4.7040 7.0300 0.2 0.9 -0.5
H 4.7559 -5.6704 6.2159 -0.4 -0.9 0.3
H 0.9580 -5.2222 6.7838 0.0 -0.2 0.5
H -0.2527 -7.7763 6.5758 0.1 0.5 0.3
H 3.5818 -7.9008 5.1243 0.4 0.2 0.5
H 0.8250 -9.7472 4.7648 -0.3 0.3 0.3
H 1.3830 -10.2248 6.4204 -0.5 0.3 0.1
H 2.4784 -9.9647 5.1611 0.2 0.4 0.0
C 2.7693 -7.2813 -6.2013 1.1 -0.6 -3.1
C 3.1202 -8.2141 -7.5255 -0.3 0.7 0.0
N 2.3637 -7.9082 -8.8077 -2.6 1.0 -0.5
C 1.9767 -8.8878 -9.7951 -1.3 3.8 0.3
C 1.1506 -8.1555 -10.6777 2.4 -0.1 0.1
N 1.2314 -6.7829 -10.3754 0.4 -1.5 2.1
C 1.8116 -6.6770 -9.1431 1.4 -2.3 -1.4
C 0.7379 -5.6974 -11.2299 -0.2 0.7 0.0
H 3.5386 -7.4303 -5.4436 -0.4 -0.5 0.1
H 1.7319 -7.4145 -5.8948 0.3 -0.2 0.2
H 2.9470 -6.2554 -6.5242 -0.3 0.2 0.1
H 2.9686 -9.2783 -7.3448 -0.2 0.2 0.2
H 4.1107 -8.1265 -7.9718 0.6 0.3 1.3
H 2.3601 -9.8967 -9.7563 -0.3 0.1 -0.1
H 0.7267 -8.4144 -11.6367 0.0 -0.3 0.1
H 1.9640 -5.7641 -8.5865 0.0 0.0 -0.1
H 0.9746 -4.7148 -10.8218 -0.5 -0.2 0.9
H -0.3277 -5.8640 -11.3873 0.1 0.3 -0.1
H 1.2517 -5.5398 -12.1782 0.2 -1.2 -0.2
C -5.7413 -2.8378 4.0518 0.8 -0.7 0.4
C -5.7576 -4.1157 4.8698 -0.8 -1.0 -0.2
N -5.5206 -5.3704 4.0539 0.6 -3.1 1.0
C -5.0156 -5.4833 2.7648 -0.5 -3.1 0.7
C -4.9609 -6.8955 2.4896 0.9 2.2 0.3
N -5.3009 -7.5725 3.6263 0.7 0.4 0.8
C -5.6218 -6.6906 4.5753 0.0 1.5 -1.3
C -5.1909 -9.0803 3.8094 -0.9 0.1 -1.0
H -5.9421 -2.0516 4.7796 -0.1 0.2 -0.4
H -6.3969 -2.7972 3.1820 -0.2 -0.1 0.3
H -4.7014 -2.7650 3.7334 0.0 0.6 -0.3
H -6.7124 -4.2951 5.3640 0.0 0.1 -0.1
H -5.0020 -4.0699 5.6541 0.1 -0.1 -0.2
H -4.6430 -4.6044 2.2598 -0.4 -0.3 -0.3
H -4.5339 -7.5137 1.7138 -0.2 0.6 -0.4
H -5.8785 -7.1055 5.5388 -0.3 1.0 0.3
H -6.1886 -9.4485 3.5705 0.1 -0.2 0.3
H -4.8428 -9.4932 4.7562 -0.3 1.0 0.4
H -4.5211 -9.5416 3.0836 0.1 0.7 -0.3
C -5.8891 4.6681 -5.4492 -0.5 -0.5 -0.1
C -4.5017 4.0926 -4.9916 -2.0 2.6 1.2
N -3.7115 3.7031 -6.0783 0.9 -1.7 -1.8
C -3.8477 2.5149 -6.7079 0.9 -1.8 -3.7
C -3.0001 2.4667 -7.8684 -0.2 3.0 3.1
N -2.2689 3.7230 -7.8222 -3.4 -1.5 2.8
C -2.8067 4.3952 -6.6960 3.1 0.5 -2.6
C -1.1225 4.1038 -8.6572 1.0 0.7 1.2
H -6.2731 5.4275 -4.7680 0.1 -0.4 0.5
H -6.6602 3.9184 -5.6266 0.1 -0.2 0.4
H -5.8981 5.2288 -6.3839 0.9 -0.1 -0.2
H -4.4909 3.2926 -4.2514 -0.5 0.1 -0.1
H -4.0878 4.9954 -4.5424 0.7 -0.3 0.2
H -4.6179 1.8055 -6.4432 0.1 0.1 0.1
H -2.8384 1.7483 -8.6585 -0.1 0.0 0.2
H -2.4385 5.3118 -6.2593 0.1 0.2 -0.5
H -0.2579 4.1928 -7.9994 0.0 -0.1 0.3
H -1.2273 5.1274 -9.0171 -0.4 -0.4 -0.7
H -0.8080 3.3164 -9.3421 -0.8 0.3 -0.3
C -0.8971 10.5925 7.6787 -0.3 -0.3 -0.4
C -0.9024 9.6722 6.4295 -0.3 1.0 0.2
N -1.6222 8.4237 6.6631 -3.3 -4.0 0.8
C -1.1387 7.4610 7.5560 -1.1 -1.4 -0.3
C -1.9437 6.2944 7.5609 0.2 2.4 -2.1
N -2.9579 6.5249 6.5880 3.6 4.0 0.7
C -2.7992 7.8706 6.1580 1.7 -2.5 0.3
C -4.0186 5.6664 6.1300 -1.6 0.4 0.9
H -0.6756 9.9648 8.5419 0.3 0.4 0.1
H -1.8297 11.1173 7.8860 -0.3 -0.4 -0.3
H -0.1946 11.4180 7.5647 0.4 -0.4 0.0
H 0.1022 9.3178 6.1982 0.1 0.4 -0.1
H -1.3539 10.1365 5.5527 0.2 0.1 0.0
H -0.2129 7.6726 8.0703 -0.2 -0.2 0.2
H -1.8329 5.3244 8.0227 0.0 0.3 0.2
H -3.4127 8.1410 5.3112 0.2 0.9 0.2
H -4.8673 6.1687 6.5943 -0.7 -0.7 -0.1
H -3.9480 4.6542 6.5281 0.3 0.2 0.0
H -4.2280 5.6569 5.0603 0.7 0.1 0.0
C -5.5237 -6.2041 -9.0467 0.2 0.8 0.2
C -4.3836 -5.8014 -8.0894 -0.9 -0.7 -0.2
N -3.9629 -6.9589 -7.2615 1.4 -2.9 1.1
C -3.5512 -6.9945 -5.8993 -0.8 -0.8 -0.5
C -3.1299 -8.2619 -5.5701 -0.9 0.0 -2.5
N -3.2570 -9.0650 -6.7842 -0.3 3.9 2.7
C -3.8092 -8.2452 -7.6979 -0.1 -0.1 0.4
C -3.0243 -10.5000 -6.8067 -0.7 0.3 -1.2
H -5.9386 -5.2500 -9.3717 -0.2 -0.1 -0.2
H -6.3298 -6.7913 -8.6069 0.2 0.0 0.2
H -5.1333 -6.6963 -9.9375 0.0 -0.1 0.1
H -4.6478 -5.0181 -7.3790 -0.2 -0.1 -0.1
H -3.5853 -5.4228 -8.7278 0.4 -0.2 0.4
H -3.9337 -6.2247 -5.2454 0.7 0.2 0.0
H -2.9542 -8.7577 -4.6269 0.3 0.3 -0.1
H -4.2935 -8.6688 -8.5654 0.5 0.4 -0.5
H -2.0529 -10.7632 -6.3882 -0.2 0.1 0.0
H -3.0507 -10.6775 -7.8818 0.1 -1.0 0.2
H -3.8743 -10.9645 -6.3069 0.3 -0.3 0.0
Cl 3.0988 -0.7178 -8.4089 -0.4 -0.3 0.3
N -0.7428 9.6625 -3.9662 -3.6 2.8 0.9
S 0.3525 10.4038 -3.1791 9.2 1.0 1.3
O 0.4230 10.1007 -1.7387 -0.8 1.1 -1.7
O 0.9310 11.6941 -3.6707 -2.3 -3.1 1.4
F 1.5635 9.3892 -3.6566 -0.5 0.0 -0.3
S -1.9238 10.7662 -3.2643 -3.5 1.5 -0.7
O -1.8428 12.2228 -3.4918 0.4 -3.5 0.2
O -2.3757 10.3403 -1.9627 0.5 -0.1 -0.8
F -3.1361 10.3200 -4.2098 0.4 -0.1 -0.1
```
Positions in Å, forces in eV/Å.

LUMO level = -9.8 eV
gap between HOMO and LUMO = 3.331 eV
spin multiplicity = 1
net charge = +6